53
Properties=species:S:1:pos:R:3:lowdin_charge:R:1 method="wB97M-V/def2-TZVPD" total_charge=-1 homo_lumo_gap_ev=8.9 mol_weight_g_mol=323.3 relative_energy_kcal_mol=46.1 fmax_ev_per_a=3.6
O 2.65 -4.55 0.07 -0.05
H 3.20 3.18 1.95 0.01
H 4.58 -0.27 -0.58 0.03
O -2.69 4.14 2.93 -0.06
H 1.55 0.20 0.01 -0.06
O -1.31 -4.97 -2.30 -0.08
H 1.44 -1.93 -2.27 -0.01
H -1.37 -4.13 -1.81 0.04
O -0.42 1.34 -4.90 -0.05
H 0.53 2.93 0.85 0.04
H -0.45 0.41 -5.12 0.03
O -6.37 0.37 0.00 -0.05
H -5.62 0.97 -0.01 0.03
H 1.95 -5.11 -0.34 0.04
O -2.00 3.02 0.30 -0.07
H 2.48 1.98 2.88 0.00
H -1.47 2.25 0.13 0.00
O 3.22 2.40 2.47 -0.04
H 0.93 -0.98 1.78 0.08
H -0.54 -4.96 -2.90 0.04
O -0.21 -4.76 2.76 -0.03
H -2.49 -0.97 0.98 0.04
H 1.30 -0.61 3.16 0.05
O -1.88 -0.32 -2.11 -0.06
H -1.78 -0.93 -2.86 0.05
H -0.74 -5.48 3.13 0.06
O -1.17 4.23 -2.61 -0.10
H -0.68 3.56 -3.18 0.05
H 2.70 3.11 -1.55 0.00
O 1.21 -1.41 2.65 -0.06
H 2.72 4.34 -2.50 0.03
H -0.28 -4.67 1.82 0.03
O 1.33 -1.00 -2.30 -0.13
H 1.26 -0.31 -1.52 -0.01
H -0.99 1.45 -4.15 0.00
O 3.23 3.64 -2.11 -0.04
H -2.29 3.27 2.80 0.02
H -1.53 3.36 1.10 0.02
O 4.02 0.51 -0.59 -0.04
H -5.94 -0.27 0.55 0.01
H 2.28 -4.34 0.92 0.01
O 0.27 2.23 1.49 -0.16
H -1.97 4.74 3.16 0.05
H -1.37 3.95 -1.71 0.00
O 1.66 -3.29 4.18 -0.12
H 3.32 0.22 -1.19 0.00
H 1.24 -3.90 3.55 -0.02
O 0.63 0.36 -0.25 -0.35
H -0.97 -0.02 -1.99 0.00
H 0.44 1.42 0.87 -0.02
O -2.33 -1.71 0.35 -0.13
H -1.70 -1.16 -0.23 0.03
H 1.86 -2.53 3.60 -0.03